{"formula": "C37H54Cl4I2N7O", "method": "ωB97M-V with the def2-TZVPD basis set", "homo_ev": -9.4, "total_charge": 1, "e_tot_ev": -117993.95065, "gap_ha": 0.14439, "species": ["C", "C", "O", "C", "C", "C", "C", "N", "C", "C", "C", "C", "I", "C", "C", "Cl", "C", "C", "Cl", "N", "I", "C", "Cl", "C", "C", "Cl", "H", "H", "H", "H", "H", "H", "H", "H", "H", "H", "H", "H", "H", "H", "H", "H", "H", "H", "H", "H", "H", "H", "H", "H", "H", "H", "H", "H", "H", "N", "C", "C", "C", "C", "H", "H", "H", "H", "H", "N", "C", "C", "C", "C", "H", "H", "H", "H", "H", "N", "C", "C", "C", "C", "H", "H", "H", "H", "H", "N", "C", "C", "C", "C", "H", "H", "H", "H", "H", "N", "C", "C", "C", "C", "H", "H", "H", "H", "H"], "xyz": [[-0.250, -4.810, 1.842], [0.202, -5.385, 0.341], [0.770, -4.239, -0.381], [0.034, -4.022, -1.668], [0.393, -2.447, -2.152], [-0.810, -1.390, -1.699], [-0.989, -1.452, -0.026], [-2.352, -0.828, 0.346], [-2.601, 0.363, -0.512], [-3.627, 1.508, 0.050], [-4.861, 0.813, 0.942], [-5.850, -0.023, -0.079], [-6.119, 2.419, 1.799], [-1.226, 1.006, -1.258], [-0.284, 1.802, -0.259], [-0.638, 1.551, 1.610], [1.337, 1.832, -0.244], [2.144, 0.532, 0.297], [1.707, 3.137, 1.097], [-0.841, -0.038, -2.281], [1.073, 0.236, -3.170], [-1.543, 0.312, -3.558], [-0.865, 1.853, -4.474], [-2.664, -0.227, -4.310], [-3.302, 0.250, -5.743], [-3.604, -1.662, -3.663], [-0.204, -5.676, 2.627], [0.521, -3.929, 2.071], [-1.324, -4.350, 1.756], [1.039, -6.190, 0.476], [-0.679, -5.902, -0.237], [-1.120, -4.174, -1.497], [0.508, -4.791, -2.422], [0.437, -2.628, -3.329], [1.421, -2.272, -1.643], [-1.733, -2.114, -1.928], [-1.107, -2.574, 0.360], [-0.091, -1.012, 0.556], [-2.406, -0.659, 1.374], [-3.235, -0.064, -1.433], [-3.142, 2.392, 0.636], [-4.194, 2.011, -0.873], [-4.461, 0.193, 1.851], [-6.775, -0.442, 0.530], [-6.197, 0.716, -0.931], [-5.215, -0.900, -0.545], [-1.797, 1.864, -1.888], [-0.560, 2.977, -0.337], [1.847, 2.354, -1.187], [1.752, 0.090, 1.334], [3.275, 0.837, 0.528], [2.197, -0.394, -0.418], [-4.482, 0.381, -5.658], [-3.175, -0.688, -6.475], [-2.832, 1.152, -6.282], [6.112, 4.227, 4.169], [6.034, 2.872, 4.355], [4.956, 2.404, 3.638], [4.366, 3.516, 2.991], [5.101, 4.629, 3.334], [6.807, 4.836, 4.581], [6.751, 2.357, 4.982], [4.630, 1.374, 3.585], [3.498, 3.507, 2.345], [4.992, 5.669, 3.057], [-9.162, 4.492, 0.776], [-10.406, 4.223, 1.283], [-11.090, 5.413, 1.388], [-10.229, 6.436, 0.922], [-9.046, 5.838, 0.549], [-8.441, 3.804, 0.598], [-10.698, 3.210, 1.526], [-12.100, 5.533, 1.758], [-10.448, 7.494, 0.866], [-8.134, 6.255, 0.142], [5.068, -0.704, -3.131], [6.286, -0.800, -3.750], [6.728, -2.097, -3.622], [5.739, -2.811, -2.904], [4.723, -1.926, -2.616], [4.510, 0.138, -3.064], [6.734, 0.062, -4.227], [7.662, -2.489, -4.004], [5.764, -3.857, -2.627], [3.788, -2.062, -2.089], [-4.821, 0.123, 4.945], [-3.525, -0.301, 4.807], [-3.128, -0.853, 6.004], [-4.225, -0.764, 6.894], [-5.258, -0.160, 6.213], [-5.369, 0.574, 4.224], [-2.997, -0.172, 3.871], [-2.154, -1.276, 6.213], [-4.258, -1.105, 7.920], [-6.263, 0.094, 6.521], [10.168, -1.549, -2.156], [11.386, -1.645, -2.775], [11.828, -2.943, -2.646], [10.839, -3.656, -1.929], [9.823, -2.772, -1.641], [9.610, -0.708, -2.089], [11.834, -0.783, -3.252], [12.762, -3.334, -3.029], [10.864, -4.702, -1.652], [8.888, -2.907, -1.114]], "atomic_forces_ev_per_a": [[0.4, 0.1, -1.3], [0.2, -0.5, 1.5], [-2.3, -0.7, -1.5], [0.9, 0.7, 0.7], [-0.6, -2.2, -0.1], [-1.1, -6.4, 2.3], [-0.6, -0.5, 0.5], [1.7, 0.7, -0.6], [-1.3, 0.0, -1.4], [-1.1, 0.4, 0.1], [0.6, -0.5, -1.4], [0.6, 0.1, 0.6], [0.8, -0.7, -0.2], [-4.1, 2.6, 1.0], [1.1, 2.3, 1.1], [-0.7, -0.6, -1.7], [1.2, 0.4, 0.5], [1.1, -0.8, 0.8], [-0.2, -0.7, -1.8], [0.9, 1.6, -1.2], [2.7, -0.5, 0.7], [-4.3, -0.3, -4.3], [-2.2, -1.3, 1.2], [1.5, 0.9, 1.4], [-0.4, -1.5, -0.4], [1.2, 1.7, -0.7], [-0.2, 1.9, -1.4], [-1.7, -2.1, -0.2], [2.0, -1.0, 0.4], [-1.5, 1.5, -0.3], [1.6, 1.2, 1.1], [2.2, 0.2, -0.5], [-1.3, 1.6, 1.2], [0.1, 1.1, 2.5], [-1.8, 0.0, -1.2], [1.5, 2.5, -0.2], [0.7, 2.3, -1.5], [-1.4, -0.4, -1.1], [0.3, 0.2, -1.3], [1.6, 0.9, 1.7], [-0.7, -1.9, -0.9], [1.4, -1.2, 1.8], [-0.9, 1.1, -1.9], [2.0, 0.9, -1.5], [0.6, -1.6, 1.8], [-1.4, 1.6, 0.9], [1.8, -1.9, 1.3], [0.4, -3.0, -0.1], [-1.4, -1.5, 2.0], [0.5, 1.4, -2.3], [-2.6, -0.5, -0.7], [-0.3, 1.9, 1.0], [2.7, -0.2, 0.2], [-0.2, 2.0, 1.7], [-0.6, -1.4, 1.4], [0.0, -0.1, -0.1], [0.0, -0.1, 0.0], [0.3, -0.1, 0.2], [0.0, 0.5, -0.1], [0.0, 0.0, 0.0], [-0.3, -0.2, -0.2], [-0.2, 0.1, -0.1], [0.1, 0.1, 0.0], [0.6, 0.1, 0.4], [0.0, -0.2, 0.0], [0.0, 0.0, 0.0], [-0.1, 0.0, 0.1], [0.0, -0.4, 0.1], [0.4, 0.1, -0.2], [0.0, 0.1, 0.0], [-0.3, 0.3, 0.0], [0.0, 0.2, 0.0], [0.2, 0.0, -0.1], [0.1, -0.2, 0.0], [-0.2, 0.0, 0.1], [-0.2, 0.2, -0.1], [0.2, 0.0, -0.1], [0.1, 0.4, -0.2], [-0.4, 0.0, 0.2], [0.0, -0.2, 0.1], [0.4, -0.3, 0.0], [0.0, -0.2, 0.1], [-0.1, 0.1, 0.1], [0.0, 0.2, 0.0], [0.2, 0.0, 0.0], [-0.1, -0.1, 0.0], [0.0, 0.0, 0.1], [0.2, 0.0, -0.4], [-0.4, 0.1, 0.0], [0.0, 0.0, 0.1], [0.1, -0.1, 0.3], [0.0, 0.0, 0.2], [-0.2, 0.1, 0.0], [0.0, 0.1, -0.2], [0.2, 0.0, 0.0], [0.0, 0.0, 0.0], [0.1, 0.0, 0.0], [0.1, 0.4, -0.2], [-0.4, 0.0, 0.2], [0.0, -0.1, 0.1], [0.2, -0.4, 0.0], [0.0, -0.2, 0.1], [-0.2, 0.1, 0.1], [0.0, 0.2, 0.0], [0.2, 0.0, -0.1]]}

=====

{"formula": "C37H54N4O18", "method": "ωB97M-V with the def2-TZVPD basis set", "smiles": "N#C[C@@H](CN)[C@@H](C#N)CCCCn1cccc1.C[C@@H]1COC(=O)O1.C[C@@H]1COC(=O)O1.C[C@@H]1COC(=O)O1.C[C@@H]1COC(=O)O1.C[C@@H]1COC(=O)O1.C[C@@H]1COC(=O)O1", "homo_ev": -7.9, "e_tot_ev": -82061.08915, "gap_ha": 0.30272, "species": ["N", "C", "C", "C", "N", "C", "C", "N", "C", "C", "C", "C", "N", "C", "C", "C", "C", "H", "H", "H", "H", "H", "H", "H", "H", "H", "H", "H", "H", "H", "H", "H", "H", "H", "H", "C", "C", "C", "O", "C", "O", "O", "H", "H", "H", "H", "H", "H", "C", "C", "C", "O", "C", "O", "O", "H", "H", "H", "H", "H", "H", "C", "C", "C", "O", "C", "O", "O", "H", "H", "H", "H", "H", "H", "C", "C", "C", "O", "C", "O", "O", "H", "H", "H", "H", "H", "H", "C", "C", "C", "O", "C", "O", "O", "H", "H", "H", "H", "H", "H", "C", "C", "C", "O", "C", "O", "O", "H", "H", "H", "H", "H", "H"], "xyz": [[-2.506, 2.394, -2.613], [-1.801, 1.965, -1.817], [-0.832, 1.555, -0.789], [-1.620, 0.936, 0.426], [-2.915, 0.372, 0.106], [0.216, 0.507, -1.314], [-0.236, 0.011, -2.637], [-0.674, -0.406, -3.613], [1.645, 1.068, -1.476], [2.184, 1.814, -0.245], [3.280, 2.842, -0.604], [2.763, 4.282, -0.586], [1.982, 4.549, -1.796], [0.656, 4.817, -1.853], [0.305, 4.976, -3.174], [1.489, 4.805, -3.937], [2.511, 4.556, -3.050], [-0.372, 2.475, -0.431], [-1.763, 1.715, 1.178], [-1.032, 0.152, 0.907], [-3.647, 1.061, 0.050], [-2.903, -0.236, -0.700], [0.242, -0.382, -0.683], [2.298, 0.202, -1.621], [1.717, 1.642, -2.403], [1.413, 2.269, 0.381], [2.674, 1.066, 0.386], [3.710, 2.535, -1.560], [4.085, 2.784, 0.130], [3.601, 4.975, -0.505], [2.094, 4.403, 0.267], [-0.014, 4.895, -1.012], [-0.667, 5.173, -3.595], [1.637, 4.843, -5.004], [3.559, 4.381, -3.228], [0.148, 8.675, -1.329], [-0.204, 8.210, 0.064], [0.124, 9.200, 1.155], [0.318, 8.338, 2.289], [0.758, 7.153, 1.807], [1.230, 6.282, 2.469], [0.596, 7.084, 0.468], [-0.256, 7.993, -2.077], [-0.260, 9.669, -1.517], [1.229, 8.697, -1.470], [-1.253, 7.906, 0.106], [-0.675, 9.913, 1.340], [1.055, 9.741, 0.970], [-1.691, -4.518, 1.959], [-0.278, -4.081, 2.256], [-0.142, -2.624, 2.615], [1.207, -2.339, 2.220], [1.501, -3.179, 1.191], [2.446, -3.064, 0.480], [0.566, -4.154, 1.088], [-1.749, -5.602, 1.867], [-2.370, -4.210, 2.755], [-2.039, -4.101, 1.014], [0.161, -4.721, 3.027], [-0.286, -2.432, 3.676], [-0.813, -1.981, 2.039], [1.698, 2.262, 4.434], [3.056, 2.897, 4.264], [3.040, 4.405, 4.254], [4.208, 4.709, 3.475], [4.383, 3.683, 2.617], [5.103, 3.708, 1.670], [3.613, 2.622, 2.965], [1.793, 1.187, 4.595], [1.178, 2.689, 5.292], [1.091, 2.401, 3.539], [3.750, 2.511, 5.016], [3.113, 4.842, 5.248], [2.172, 4.816, 3.740], [-4.348, -7.952, -0.423], [-4.544, -7.626, 1.042], [-5.951, -7.837, 1.555], [-6.022, -6.887, 2.632], [-5.188, -5.869, 2.317], [-5.165, -4.818, 2.876], [-4.385, -6.205, 1.281], [-3.290, -7.916, -0.684], [-4.720, -8.944, -0.653], [-4.858, -7.219, -1.050], [-3.810, -8.148, 1.650], [-6.133, -8.838, 1.914], [-6.713, -7.576, 0.815], [7.108, 5.413, -6.585], [5.877, 5.749, -5.776], [4.574, 5.414, -6.460], [3.674, 6.349, -5.856], [4.406, 7.440, -5.510], [3.948, 8.487, -5.191], [5.735, 7.166, -5.585], [8.007, 5.522, -5.980], [7.063, 4.386, -6.946], [7.209, 6.089, -7.434], [5.936, 5.283, -4.788], [4.250, 4.391, -6.280], [4.597, 5.601, -7.536], [-4.580, -14.493, 3.230], [-5.241, -13.165, 2.945], [-6.194, -13.183, 1.776], [-6.151, -11.815, 1.342], [-4.926, -11.338, 1.664], [-4.478, -10.313, 1.254], [-4.287, -12.176, 2.510], [-4.038, -14.457, 4.174], [-5.325, -15.286, 3.296], [-3.857, -14.741, 2.454], [-5.727, -12.784, 3.847], [-7.205, -13.472, 2.052], [-5.849, -13.816, 0.956]], "atomic_forces_ev_per_a": [[-0.2, -0.1, 0.0], [0.5, 0.5, 0.1], [-0.5, -1.0, 0.6], [-0.5, 0.2, -0.2], [0.2, -0.2, 0.6], [0.0, 0.6, -1.3], [0.0, -0.3, 0.5], [0.2, 0.0, -0.1], [0.0, -0.2, 0.3], [0.7, -0.4, -0.1], [-0.2, -0.3, 0.7], [0.0, -0.7, -0.7], [0.6, 0.3, 0.9], [-0.9, 0.1, -0.6], [0.3, -0.1, -0.5], [0.4, -0.1, 0.1], [-0.4, 0.0, -0.3], [0.4, -0.1, -0.3], [-0.1, 0.0, 0.0], [0.3, 0.2, -0.2], [0.0, 0.0, -0.3], [-0.1, 0.1, -0.1], [-0.1, 0.2, 0.3], [0.0, 0.0, -0.2], [-0.2, 0.3, 0.2], [0.0, 0.1, -0.1], [-0.3, 0.0, 0.1], [0.0, 0.4, -0.1], [-0.2, -0.1, -0.2], [-0.1, 0.1, 0.0], [0.1, 0.2, 0.0], [0.4, -0.1, 0.3], [-0.1, 0.0, 0.2], [-0.3, 0.1, 0.0], [0.0, 0.0, 0.1], [0.1, -0.4, -0.2], [0.1, 0.4, -0.5], [-0.2, 0.1, 0.1], [0.1, -0.1, -0.1], [0.0, 0.0, -0.2], [-0.1, -0.1, 0.1], [-0.1, 0.0, 0.3], [0.0, 0.0, 0.0], [0.0, 0.0, 0.1], [0.0, 0.1, 0.1], [0.0, 0.0, 0.1], [0.0, -0.1, 0.2], [0.0, 0.0, -0.1], [0.1, -0.3, -0.3], [-0.6, -0.1, -0.1], [0.1, 0.1, 0.2], [-0.1, 0.0, -0.1], [0.0, -0.1, -0.1], [0.0, 0.0, 0.0], [0.2, 0.1, 0.2], [0.0, 0.0, 0.0], [0.0, 0.0, 0.0], [0.0, 0.2, 0.1], [0.1, 0.1, 0.0], [0.2, 0.1, 0.0], [-0.1, -0.1, 0.0], [0.0, -0.4, -0.2], [-0.4, 0.0, 0.2], [0.0, 0.1, 0.2], [-0.1, -0.1, 0.0], [0.0, 0.1, 0.0], [0.3, 0.1, 0.2], [0.2, 0.1, 0.0], [0.0, 0.0, 0.0], [0.0, 0.0, 0.0], [0.0, 0.2, 0.0], [0.1, 0.1, 0.0], [0.2, 0.1, -0.1], [0.0, -0.1, 0.0], [0.3, 0.5, -0.1], [-0.2, 0.0, -0.6], [0.0, 0.1, 0.1], [0.0, 0.1, -0.2], [0.0, 0.1, 0.0], [0.1, 0.0, 0.1], [-0.1, -0.1, 0.2], [0.0, 0.0, 0.0], [0.0, -0.1, 0.1], [-0.1, 0.0, 0.1], [-0.1, 0.0, 0.1], [0.0, 0.0, 0.2], [0.1, 0.0, -0.1], [0.3, 0.3, 0.1], [0.3, -0.2, -0.3], [-0.2, -0.2, 0.1], [0.2, 0.1, -0.1], [0.0, 0.0, 0.1], [0.0, 0.0, 0.0], [-0.2, -0.1, 0.1], [0.0, 0.0, 0.0], [-0.1, 0.0, 0.0], [-0.1, -0.1, -0.1], [-0.1, 0.0, 0.0], [-0.2, 0.1, 0.1], [0.1, 0.0, 0.0], [0.4, 0.1, 0.1], [0.1, -0.6, 0.0], [-0.2, 0.0, 0.0], [0.1, -0.1, 0.0], [0.1, 0.0, 0.0], [0.0, -0.6, 0.1], [-0.2, 0.1, -0.1], [0.0, 0.0, 0.0], [0.0, 0.0, 0.0], [-0.1, 0.0, -0.1], [-0.1, 0.1, -0.1], [-0.1, 0.2, 0.0], [0.1, 0.0, 0.1]]}